[1]
{
  "formula": "CH12O4S",
  "method": "wB97M-V/def2-TZVPD",
  "de_lowest_kj_mol": 0.00,
  "spin_multiplicity": 1,
  "max_force_ev_per_a": 1.7,
  "mol_weight_g_mol": 120.17,
  "smiles": "CS.O.O.O.O",
  "elements": ["C", "S", "H", "H", "H", "H", "O", "H", "H", "O", "H", "H", "O", "H", "H", "O", "H", "H"],
  "coordinates": [[2.05842, 1.30400, 0.45917], [2.63233, -0.42440, 0.81504], [2.79926, 1.96303, 0.92139], [1.08518, 1.46596, 0.85068], [2.08597, 1.43390, -0.60933], [1.79130, -0.97652, -0.06209], [-0.80409, 0.11138, -2.03260], [-1.52775, -0.11275, -2.59975], [-0.41566, -0.74183, -1.79520], [-0.49237, -0.79209, 1.87500], [-1.22513, -0.22943, 1.70130], [0.26346, -0.20902, 1.88221], [-2.25497, 1.18006, -0.01445], [-1.64258, 0.92593, -0.69735], [-2.37634, 2.12379, -0.11987], [-0.44293, -2.25878, -0.48686], [-1.08347, -2.96136, -0.49697], [-0.45063, -1.80187, 0.40967]],
  "atomic_forces_ev_per_a": [[1.50, -0.82, 0.05], [-0.23, 0.69, -0.07], [-0.30, -0.05, -0.05], [-0.80, 0.32, 0.28], [-0.12, 0.22, -0.28], [0.00, -0.26, -0.04], [0.81, 0.36, 0.11], [-0.67, -0.16, -0.56], [-0.10, -0.26, 0.35], [0.49, -1.02, 0.19], [-1.29, 0.94, -0.34], [0.62, 0.07, 0.09], [-0.65, 0.26, 1.11], [0.70, -0.48, -0.87], [-0.07, 0.19, 0.07], [0.70, 1.01, 0.60], [-0.34, -0.29, 0.26], [-0.24, -0.72, -0.89]]
}

[2]
{
  "formula": "CH12O6",
  "method": "wB97M-V/def2-TZVPD",
  "de_lowest_kj_mol": 79.74,
  "spin_multiplicity": 1,
  "max_force_ev_per_a": 1.3,
  "mol_weight_g_mol": 120.10,
  "smiles": "C=O.O.O.O.O.O",
  "elements": ["C", "O", "H", "H", "O", "H", "H", "O", "H", "H", "O", "H", "H", "O", "H", "H", "O", "H", "H"],
  "coordinates": [[-0.16167, 0.84020, -2.31654], [1.03459, 0.85442, -2.38110], [-0.85806, 1.57219, -2.74311], [-0.71692, 0.04121, -1.78373], [1.20873, -1.98852, 0.26943], [1.95271, -1.83478, -0.33394], [0.48283, -1.75861, -0.33474], [-0.71456, 1.28399, 1.25408], [-1.22563, 2.06081, 1.00121], [0.20089, 1.58359, 1.20522], [-1.63514, -1.97744, -0.12565], [-1.53486, -1.09675, 0.26069], [-2.23390, -2.45779, 0.45145], [2.01835, 2.24507, -0.06877], [2.38998, 1.63763, 0.58086], [2.08355, 1.73306, -0.89284], [-1.60123, -1.06553, 2.43897], [-0.68196, -1.35808, 2.43659], [-1.69707, -0.39600, 3.11872]],
  "atomic_forces_ev_per_a": [[-0.80, -0.81, 0.59], [0.07, 0.26, -0.23], [0.39, 0.53, -0.37], [0.29, -0.08, -0.01], [0.27, 0.52, -0.99], [0.16, -0.17, 0.51], [-0.33, -0.44, 0.60], [-0.06, 0.18, -0.09], [0.05, -0.02, 0.03], [0.06, 0.09, -0.26], [0.16, 0.21, -0.79], [-0.31, -0.20, 0.43], [0.08, 0.19, 0.19], [0.08, -0.44, 0.00], [0.16, 0.12, 0.06], [-0.18, 0.29, 0.14], [-0.28, -0.55, 0.14], [-0.05, 0.20, 0.08], [0.26, 0.11, -0.03]]
}

[3]
{
  "formula": "CH12O7",
  "method": "wB97M-V/def2-TZVPD",
  "de_lowest_kj_mol": 57.62,
  "spin_multiplicity": 1,
  "max_force_ev_per_a": 1.2,
  "mol_weight_g_mol": 136.10,
  "smiles": "O=CO.O.O.O.O.O",
  "elements": ["O", "C", "O", "H", "H", "O", "H", "H", "O", "H", "H", "O", "H", "H", "O", "H", "H", "O", "H", "H"],
  "coordinates": [[-1.36376, 1.64161, -2.87747], [-1.12163, 2.41727, -2.01397], [-1.98820, 2.73847, -1.02456], [-0.20969, 2.99833, -1.83173], [-2.71598, 2.10102, -1.08280], [2.80694, -0.26840, -0.40592], [3.73618, -0.39788, -0.18607], [2.35473, -0.89314, 0.17866], [0.58948, 0.83102, 1.47574], [0.34051, 1.20750, 0.61981], [1.55117, 0.85153, 1.34311], [-1.62455, -1.06909, -1.93506], [-1.26121, -1.09256, -1.03710], [-1.02424, -1.61164, -2.45453], [1.68567, -1.88521, 2.09274], [1.25112, -1.03576, 2.00755], [1.38934, -2.43070, 2.82844], [-1.61525, -1.68739, 1.30986], [-0.67680, -1.52215, 1.44034], [-2.10383, -0.89283, 1.55297]],
  "atomic_forces_ev_per_a": [[0.31, 0.01, -0.43], [-0.39, 0.39, 0.57], [0.12, -0.28, 0.22], [0.21, -0.08, -0.40], [-0.20, 0.10, -0.13], [-0.10, 0.02, 0.41], [0.00, 0.04, -0.10], [0.11, -0.19, -0.22], [0.62, 0.02, -0.52], [-0.52, -0.10, 0.13], [0.06, 0.06, 0.32], [0.15, -0.03, 0.37], [-0.25, -0.23, -0.14], [0.00, 0.04, -0.04], [0.73, -0.53, -0.72], [-0.60, 0.14, 0.78], [-0.30, 0.59, -0.04], [-0.20, -0.18, -0.28], [-0.09, 0.24, 0.14], [0.34, -0.02, 0.07]]
}

[4]
{
  "formula": "CH12O9Y",
  "method": "wB97M-V/def2-TZVPD",
  "de_lowest_kj_mol": 39.14,
  "spin_multiplicity": 1,
  "max_force_ev_per_a": 8.2,
  "mol_weight_g_mol": 257.00,
  "total_charge": 1,
  "elements": ["Y", "C", "O", "O", "O", "O", "H", "H", "O", "H", "H", "O", "H", "H", "O", "H", "H", "O", "H", "H", "O", "H", "H"],
  "coordinates": [[-4.83821, 18.90528, -13.48700], [-4.59993, 16.44352, -12.59396], [-3.56646, 17.29012, -12.71331], [-5.56172, 16.87943, -13.27007], [-4.68826, 15.83090, -11.47558], [-6.54510, 19.36363, -14.90284], [-7.46433, 19.18100, -14.60994], [-6.59312, 19.08708, -15.81799], [-5.23635, 21.31794, -13.39618], [-5.49017, 21.91876, -14.15937], [-4.79681, 22.00012, -12.87124], [-2.69346, 19.80081, -13.62633], [-1.85745, 19.51888, -13.23755], [-2.49804, 20.74321, -13.80607], [-4.52663, 19.49910, -11.22083], [-5.16059, 19.59531, -10.51874], [-3.72802, 19.94660, -10.91779], [-3.99929, 18.02184, -15.47905], [-4.56086, 17.83901, -16.27101], [-3.41326, 17.28288, -15.60761], [-6.94815, 18.93979, -12.33594], [-7.15079, 18.23257, -11.73114], [-7.42668, 19.69549, -11.95645]],
  "atomic_forces_ev_per_a": [[1.21, -2.43, 1.54], [1.96, 1.04, 7.85], [1.60, 0.41, -1.57], [-3.93, -0.16, -3.04], [-0.12, -0.27, -3.59], [-1.84, 0.04, -0.95], [0.70, 0.11, 0.32], [0.20, 0.00, -0.59], [-0.18, 2.32, -1.53], [-0.05, -1.44, 0.80], [0.13, -0.40, 0.68], [1.00, 1.78, 0.05], [-0.05, -0.88, 0.11], [-0.36, -0.55, -0.14], [0.53, 0.80, -0.06], [-0.43, -0.12, 0.52], [0.13, -0.35, 0.12], [-1.15, 0.02, -2.48], [0.19, 0.59, 0.80], [1.03, -0.58, 0.94], [-0.81, 1.35, 0.34], [0.06, -1.24, 0.16], [0.18, -0.04, -0.27]]
}

[5]
{
  "formula": "CH13NSi4",
  "method": "wB97M-V/def2-TZVPD",
  "de_lowest_kj_mol": 0.00,
  "spin_multiplicity": 3,
  "max_force_ev_per_a": 3.1,
  "mol_weight_g_mol": 151.47,
  "s_squared": 2.008,
  "elements": ["C", "N", "Si", "Si", "Si", "Si", "H", "H", "H", "H", "H", "H", "H", "H", "H", "H", "H", "H", "H"],
  "coordinates": [[1.22952, -1.36539, -1.65175], [-0.87677, 0.09145, -0.11835], [-1.58386, -1.28411, 0.67031], [-2.03651, 1.42635, -0.00501], [2.11406, 1.06457, 1.07797], [0.77392, 0.24390, -0.67765], [0.52154, -1.61706, -2.44031], [2.07793, -0.98341, -2.27403], [1.45679, -2.21510, -1.05273], [-2.83719, -1.63395, 0.15894], [-0.76084, -2.55660, 0.55924], [-1.63694, -0.84501, 2.18886], [-1.80688, 2.26116, 1.18916], [-3.30150, 0.65889, -0.33734], [-1.44850, 2.02993, -1.27184], [1.37965, 1.75761, 2.06242], [2.96512, 2.01181, 0.18527], [3.09486, 0.03974, 1.68282], [0.20880, 1.36024, -2.12514]],
  "atomic_forces_ev_per_a": [[0.42, 2.35, -0.84], [-0.05, -0.40, 0.40], [2.35, -0.57, 1.89], [1.44, -0.26, -2.15], [2.08, -1.02, -1.76], [-0.43, -1.34, 0.60], [-0.54, -0.01, 0.34], [-0.01, -0.74, 0.69], [0.42, -0.63, 0.33], [-1.63, -0.21, -0.52], [-0.17, 0.70, 0.09], [-0.23, -0.51, -1.31], [-0.55, -0.11, 0.13], [0.17, 0.93, 0.60], [-0.98, 0.73, 0.60], [-0.78, 0.77, 0.90], [-0.38, -0.50, 1.03], [-0.41, 0.63, -0.09], [-0.72, 0.17, -0.94]]
}

[6]
{
  "formula": "CH13O5S",
  "method": "wB97M-V/def2-TZVPD",
  "de_lowest_kj_mol": 111.01,
  "spin_multiplicity": 1,
  "max_force_ev_per_a": 1.4,
  "mol_weight_g_mol": 137.18,
  "total_charge": -1,
  "elements": ["C", "S", "H", "H", "H", "H", "H", "O", "H", "H", "O", "H", "H", "O", "H", "H", "O", "H", "H", "O"],
  "coordinates": [[-0.27388, -0.85169, 2.78902], [-0.72871, -1.50505, 1.12029], [0.73079, -1.23643, 2.93610], [-0.95014, -1.15867, 3.58921], [-0.28535, 0.24156, 2.82041], [-1.05735, -1.04074, -0.92941], [-1.38918, -0.13465, -2.12836], [-0.82440, -0.86635, -1.86896], [1.56429, 0.13052, 1.10871], [1.58478, 0.46092, -0.25150], [1.65167, 0.94916, 0.59097], [-1.68024, 0.65135, 1.03612], [-1.54875, 2.09168, 1.11783], [-2.00436, 1.45735, 0.56594], [0.38181, -2.24042, -2.79720], [1.21866, -3.16044, -3.73943], [1.28318, -2.49789, -3.03694], [1.25575, 2.82420, -0.34182], [0.06728, 2.84769, -1.33368], [1.00415, 3.03792, -1.24729]],
  "atomic_forces_ev_per_a": [[-0.22, 0.01, -0.66], [-0.21, -0.12, 0.74], [0.10, 0.21, 0.64], [0.09, -0.34, -0.08], [0.31, 0.04, -0.06], [0.33, 0.30, -0.10], [-0.01, 0.05, 0.08], [-0.19, -0.26, -0.25], [-0.32, 0.45, 0.68], [-0.17, 0.87, -0.26], [0.33, -1.27, -0.42], [-0.32, -0.57, -0.98], [0.07, 0.79, -0.08], [0.23, -0.25, 0.73], [-0.07, 0.25, 0.14], [-0.15, 0.29, 0.35], [0.26, -0.39, -0.43], [-0.22, -0.38, -0.01], [-0.04, -0.24, 0.29], [0.22, 0.54, -0.32]]
}

[7]
{
  "formula": "CH13O5S",
  "method": "wB97M-V/def2-TZVPD",
  "de_lowest_kj_mol": 57.65,
  "spin_multiplicity": 1,
  "max_force_ev_per_a": 0.9,
  "mol_weight_g_mol": 137.18,
  "total_charge": -1,
  "elements": ["C", "S", "H", "H", "H", "H", "H", "O", "H", "H", "O", "H", "H", "O", "H", "H", "O", "H", "H", "O"],
  "coordinates": [[1.40984, -0.85091, 3.09740], [0.43342, 0.34601, 2.09569], [0.86813, -1.79592, 3.07274], [1.41266, -0.53569, 4.14189], [2.42293, -0.91783, 2.71103], [-1.09575, 0.99766, -0.45653], [-0.18202, 1.90297, -1.26732], [-1.10104, 1.62861, -1.18879], [0.03465, -1.33407, 0.58710], [-1.20713, -1.84937, -0.10900], [-0.25185, -1.98119, -0.10177], [1.44577, 1.01629, 0.23727], [2.82142, 0.65617, -0.43881], [2.00990, 1.16560, -0.55604], [-3.01511, 0.94030, -1.32438], [-3.65483, -0.01377, -2.31901], [-3.73113, 0.29697, -1.41701], [0.97196, -1.46578, -2.55600], [0.98831, -0.00561, -2.79476], [0.89926, -0.83537, -3.28669]],
  "atomic_forces_ev_per_a": [[-0.78, 0.40, -0.15], [-0.13, 0.10, -0.01], [0.42, -0.26, -0.10], [0.23, 0.11, -0.02], [0.08, -0.30, 0.13], [0.28, -0.03, 0.11], [0.13, -0.05, 0.04], [-0.26, -0.04, 0.05], [0.05, 0.10, -0.07], [0.07, -0.06, -0.08], [-0.07, 0.06, 0.06], [0.40, -0.43, 0.44], [-0.44, 0.07, 0.22], [0.04, 0.32, -0.74], [0.05, -0.01, -0.14], [0.12, -0.07, -0.18], [-0.16, 0.10, 0.23], [-0.23, -0.09, -0.10], [-0.06, 0.00, -0.15], [0.23, 0.10, 0.44]]
}

[8]
{
  "formula": "CH13O8V",
  "method": "wB97M-V/def2-TZVPD",
  "de_lowest_kj_mol": 0.00,
  "spin_multiplicity": 1,
  "max_force_ev_per_a": 2.8,
  "mol_weight_g_mol": 204.05,
  "elements": ["O", "V", "O", "C", "O", "H", "H", "H", "O", "H", "H", "O", "H", "H", "O", "H", "H", "O", "H", "H", "O", "H", "H"],
  "coordinates": [[1.26976, -1.57515, 0.00607], [-0.03088, -0.82811, 0.57810], [-1.36184, -1.62359, 0.16925], [0.44060, 1.58301, -1.47388], [-0.36857, 0.71217, -0.76110], [1.49160, 1.29561, -1.34230], [0.18474, 1.66006, -2.54115], [0.33044, 2.64401, -1.19102], [0.12672, -1.98976, 2.53171], [-0.59652, -2.28396, 3.09284], [0.93429, -2.18926, 3.01452], [1.78664, -1.12663, -3.12774], [1.69509, -0.27202, -3.55795], [1.59628, -0.95037, -2.19846], [-1.28870, 0.43978, 2.18301], [-1.60327, 1.21004, 1.68972], [-1.67036, 0.52240, 3.06075], [-2.85883, 0.12974, -2.21116], [-3.45148, -0.17150, -1.51830], [-2.00746, 0.26474, -1.75968], [1.53617, 0.63669, 1.59046], [2.49395, 0.54499, 1.57738], [1.35161, 1.36710, 2.18895]],
  "atomic_forces_ev_per_a": [[-1.05, 0.39, 0.39], [-0.72, 0.55, -2.68], [1.56, 0.42, 0.63], [0.51, 0.37, 0.09], [-0.53, -1.43, 1.78], [0.10, 0.28, -0.32], [0.02, -0.71, -0.02], [0.05, -0.19, 0.60], [0.07, 0.24, 0.15], [-0.20, 0.00, -0.24], [0.16, 0.04, -0.23], [0.13, 0.09, -0.01], [-0.06, -0.01, -0.02], [-0.09, -0.19, 0.07], [0.13, 0.57, -0.18], [-0.03, -0.14, -0.20], [0.05, -0.20, 0.05], [-0.01, 0.18, -0.03], [0.06, -0.11, 0.01], [0.07, -0.06, 0.09], [-0.07, 0.10, 0.38], [-0.01, -0.21, -0.26], [-0.16, 0.01, -0.04]]
}

[9]
{
  "formula": "CH14MgO6",
  "method": "wB97M-V/def2-TZVPD",
  "de_lowest_kj_mol": 422.77,
  "spin_multiplicity": 1,
  "max_force_ev_per_a": 2.5,
  "mol_weight_g_mol": 146.42,
  "total_charge": 2,
  "elements": ["Mg", "O", "H", "H", "O", "H", "H", "O", "H", "H", "O", "H", "H", "O", "H", "H", "C", "O", "H", "H", "H", "H"],
  "coordinates": [[16.07457, 25.04614, 46.04469], [16.32165, 22.75990, 47.82665], [15.89556, 21.90776, 47.73423], [16.90917, 22.65452, 48.57495], [13.60545, 24.25950, 45.43038], [13.14606, 23.48954, 45.76560], [12.90822, 24.87330, 45.19943], [14.96570, 26.49040, 48.23281], [14.06045, 26.53489, 48.54068], [15.42461, 27.16063, 48.73919], [15.61907, 27.33304, 44.27304], [15.39051, 27.20709, 43.35210], [15.66206, 28.28306, 44.38187], [17.05827, 23.59919, 43.87712], [17.56281, 24.03382, 43.18952], [16.94373, 22.70308, 43.56073], [20.26749, 24.94936, 46.36457], [18.99908, 25.54670, 46.60865], [20.71101, 24.52545, 47.26551], [20.23386, 24.13284, 45.64326], [20.84602, 25.86358, 46.23187], [19.15709, 26.17811, 47.31430]],
  "atomic_forces_ev_per_a": [[-0.29, -0.42, -0.12], [-0.18, 0.93, -0.79], [-0.23, -0.33, -0.13], [0.32, 0.13, 0.31], [1.44, 0.44, 0.28], [-0.06, -0.47, 0.20], [-0.24, 0.43, -0.20], [0.63, -0.62, -1.00], [-0.46, -0.14, 0.01], [0.30, 0.27, 0.19], [0.14, -1.05, 0.69], [-0.09, -0.14, -0.40], [0.08, 0.41, 0.26], [-0.40, 0.82, 1.03], [0.26, 0.29, -0.25], [-0.20, -0.47, 0.06], [1.15, 0.56, 1.01], [-2.44, -0.50, 0.20], [-0.41, -0.29, 0.28], [-0.05, 0.76, -0.41], [0.95, -0.76, -1.30], [-0.21, 0.16, 0.08]]
}

[10]
{
  "formula": "CH14NO4",
  "method": "wB97M-V/def2-TZVPD",
  "de_lowest_kj_mol": 160.95,
  "spin_multiplicity": 1,
  "max_force_ev_per_a": 4.9,
  "mol_weight_g_mol": 104.13,
  "total_charge": 1,
  "elements": ["C", "N", "H", "H", "H", "H", "H", "H", "H", "H", "O", "H", "H", "O", "H", "H", "O", "H", "H", "O"],
  "coordinates": [[-0.73015, 1.81363, 1.78310], [-0.12223, 0.94135, 0.73251], [-1.66618, 1.18090, 1.90731], [-0.98638, 2.78707, 1.45451], [-0.12345, 1.75244, 2.67689], [-0.70239, 0.94958, -0.15868], [0.63088, 1.52289, 0.34390], [0.03467, -0.06828, 0.77673], [-3.78430, -1.27587, 0.52564], [-3.51214, -2.66625, 1.08451], [-3.02006, -1.85417, 0.76611], [1.19931, -1.40559, -4.39276], [2.37365, -0.39379, -4.75619], [1.49022, -0.49497, -4.26879], [2.16939, 1.27429, -1.97415], [1.48462, 0.14207, -2.58506], [1.46855, 0.62555, -1.75892], [0.75047, -1.90727, 3.08768], [1.95195, -1.68734, 2.31815], [1.09356, -1.23621, 2.43751]],
  "atomic_forces_ev_per_a": [[-2.24, -4.22, 0.89], [-0.31, 2.52, -4.00], [0.64, 1.53, 0.87], [0.19, 0.77, -0.61], [0.04, 0.22, 0.02], [0.17, 0.19, 1.26], [0.91, -1.41, 0.12], [0.80, 0.08, 1.42], [0.94, -0.53, 0.18], [1.08, 1.20, -0.47], [-1.97, -0.56, 0.29], [0.19, 0.02, -0.16], [-2.01, -0.44, 0.96], [1.86, 0.33, -0.91], [-0.50, -0.23, 0.56], [-0.46, -0.84, -0.83], [0.79, 1.24, 0.58], [-0.30, 1.22, -0.74], [-0.10, 0.77, -0.48], [0.30, -1.86, 1.06]]
}